Record 1
Here is a single C6H8FNO molecule from the Open Molecules 2025 dataset. Energies are from wB97M-V/def2-TZVPD.

Calculated values
Highest occupied orbital energy (spin up / spin down): -7.5877 / -7.7797 eV
Total energy: -463.08592 Eh
HOMO-LUMO gap (spin up / spin down): 0.3018 / 0.3055 hartree
Lowest unoccupied orbital energy (spin up / spin down): 0.62 / 0.53 eV

Geometry as XYZ:
```
17
Properties=species:S:1:pos:R:3:mulliken_charge:R:1
C 0.27619 -1.17326 1.60389 -0.38
C -0.93838 -0.70325 1.42727 -0.31
C 1.46151 -1.16771 0.63924 -0.12
C -1.43488 0.04163 0.22057 -0.17
C -0.43153 0.93715 -0.30370 0.19
C 0.11686 2.07318 -2.27369 -0.50
N 1.90497 -1.98971 -0.19950 -0.57
O -0.45837 1.16518 -1.55731 -0.28
F -0.04463 2.02192 0.39658 -0.31
H 0.52340 -1.50448 2.59967 0.32
H -1.57474 -0.90466 2.34284 0.26
H 2.17325 -0.36737 0.73457 0.40
H -1.42750 -0.80049 -0.52559 0.19
H -2.39156 0.42318 0.35872 0.47
H 0.43979 1.86654 -3.27996 0.28
H 1.25086 -2.86974 -0.33400 0.25
H 0.55476 2.95190 -1.84959 0.29
```

Record 2
Here is a single C6H8FNO2S molecule from the Open Molecules 2025 dataset. Energies are from wB97M-V/def2-TZVPD.

Calculated values
Highest occupied orbital energy: -9.5122 eV
Total energy: -936.63814 Eh
HOMO-LUMO gap: 0.3651 hartree
Lowest unoccupied orbital energy: 0.42 eV

Geometry as XYZ:
```
19
Properties=species:S:1:pos:R:3:mulliken_charge:R:1
C -2.66862 0.27498 0.80863 -0.40
C -2.91784 -1.01043 0.55309 -0.51
C -0.25260 -0.06328 -0.16460 0.17
C -1.26875 0.85034 0.62067 -0.75
C -1.73167 -1.85597 0.37494 0.56
C 2.80368 -0.60901 -1.39022 -0.78
N -0.50952 -1.53121 0.14465 -0.49
O 1.33129 1.56414 -1.86476 -0.57
O 1.03538 0.17060 0.32536 -0.44
F -1.91644 -3.20175 0.53293 -0.27
S 2.15739 0.91657 -0.78806 0.55
H -3.34494 1.01315 0.97799 0.48
H -3.88811 -1.43402 0.51798 0.41
H -0.30020 -0.02420 -1.29329 0.43
H -1.31208 1.85308 0.20269 0.39
H -0.76113 1.04201 1.63896 0.30
H 2.35670 -1.48831 -0.95086 0.31
H 2.41781 -0.64256 -2.45004 0.29
H 3.88164 -0.57932 -1.34495 0.33
```

Record 3
Here is a molecular structure, C6H8GaLiO6 from the Open Molecules 2025 dataset. Energies are from wB97M-V/def2-TZVPD.

Calculated values
Highest occupied orbital energy (spin up / spin down): -12.8235 / -12.0943 eV
Spin multiplicity: 2
Total energy: -2616.89935 Eh
HOMO-LUMO gap (spin up / spin down): 0.3248 / 0.1986 hartree
Net charge: +1
Lowest unoccupied orbital energy (spin up / spin down): -3.98 / -6.69 eV

Geometry as XYZ:
```
22
Properties=species:S:1:pos:R:3:mulliken_charge:R:1
O -0.41309 -1.18415 0.46097 -0.38
O 1.86988 0.56161 1.47654 -0.03
C 0.41590 -1.57821 -0.63323 -0.13
C 1.89636 -1.36397 -0.38260 -0.85
O 2.35721 -0.02376 -0.59401 -0.25
C 2.40206 0.92139 0.39355 -0.01
H 0.09811 -1.04283 -1.53751 0.30
H 0.26748 -2.65135 -0.82849 0.34
H 2.44433 -1.97245 -1.11318 0.41
H 2.17520 -1.71745 0.62096 0.39
O -1.26803 0.85769 1.18289 -0.22
C -0.98097 2.06794 0.47332 -0.30
C -0.79187 1.57729 -0.95621 -0.19
O -1.59875 0.40184 -0.99172 -0.41
C -1.67768 -0.15615 0.24879 1.18
H -1.83575 2.74813 0.57159 0.31
H -0.07939 2.52709 0.89257 0.29
H 0.25482 1.32213 -1.17225 0.13
H -1.16603 2.27634 -1.70973 0.37
O -2.70312 -0.82481 0.54113 -1.01
Li -1.94726 -2.46312 0.95909 0.88
Ga 0.28059 -0.28319 2.09753 0.18
```

Record 4
Here is a molecular structure, C6H8HgLiO6 from the Open Molecules 2025 dataset. Energies are from wB97M-V/def2-TZVPD.

Calculated values
Highest occupied orbital energy (spin up / spin down): -7.7664 / -7.7659 eV
Spin multiplicity: 2
Total energy: -845.68675 Eh
HOMO-LUMO gap (spin up / spin down): 0.2835 / 0.1989 hartree
Lowest unoccupied orbital energy (spin up / spin down): -0.05 / -2.35 eV

Geometry as XYZ:
```
22
Properties=species:S:1:pos:R:3:mulliken_charge:R:1
O -1.99836 -1.02755 -0.41955 -0.13
C -0.87532 -0.69913 -0.99660 -0.49
C -2.56289 -0.28214 0.69641 -0.32
O -0.09195 -0.07507 -0.10572 -0.14
O -2.47516 1.68991 -0.68989 -0.95
C -3.27479 0.95195 0.13964 -0.38
H -1.77449 -0.00867 1.40505 0.26
H -3.27312 -0.97210 1.16821 0.33
H -3.66862 1.48452 1.03575 0.25
H -4.17669 0.58971 -0.40393 0.26
O 1.83672 -0.48558 -1.35640 -0.36
C 1.19875 0.40706 -0.53173 1.54
C 2.39349 -1.50408 -0.53539 -0.37
O 1.08991 1.63037 -0.99858 -1.12
O 1.99155 0.44392 0.66030 -0.60
C 2.78135 -0.74848 0.74492 -0.36
H 3.25049 -1.93795 -1.05853 0.31
H 1.64417 -2.28427 -0.33875 0.27
H 3.83975 -0.46361 0.76461 0.30
H 2.52213 -1.29739 1.65675 0.23
Li -0.79565 2.11556 -0.99546 0.90
Hg 2.41871 2.47301 0.15889 0.57
```

Record 5
Here is a single C6H8IN3 molecule from the Open Molecules 2025 dataset. Energies are from wB97M-V/def2-TZVPD.

Calculated values
Highest occupied orbital energy (spin up / spin down): -7.5199 / -7.5183 eV
Total energy: -695.13698 Eh
HOMO-LUMO gap (spin up / spin down): 0.2596 / 0.2595 hartree
Lowest unoccupied orbital energy (spin up / spin down): -0.46 / -0.46 eV

Geometry as XYZ:
```
18
Properties=species:S:1:pos:R:3:mulliken_charge:R:1
C -0.43413 -2.51463 -0.19356 -0.66
C -1.60545 -1.70973 -0.25847 -0.04
C 0.82662 -2.19072 0.19511 -0.12
C -1.85140 -0.47390 0.21816 -0.65
C 1.09382 0.25025 -0.03549 0.38
C 1.25468 2.61271 -0.74566 -1.00
N 1.25095 -0.92310 0.33727 -0.43
N -0.02411 1.52600 1.14160 -0.98
N 0.89157 1.50223 0.09158 0.49
I -3.76943 0.28801 -0.06857 0.04
H -0.50154 -3.50289 -0.34204 0.38
H -2.32801 -2.34515 -0.64664 0.32
H 1.71286 -2.78516 0.38609 0.39
H 1.65632 2.34915 -1.68534 0.37
H 0.47227 3.49301 -0.84550 0.26
H 2.07432 3.06876 -0.35192 0.42
H -1.09107 0.06001 0.80973 0.63
H 0.37174 1.29515 1.99367 0.20
```

Record 6
Here is a molecular structure, C6H8Li2O6 from the Open Molecules 2025 dataset. Energies are from wB97M-V/def2-TZVPD.

Calculated values
Highest occupied orbital energy: -7.1755 eV
Total energy: -699.92948 Eh
HOMO-LUMO gap: 0.2207 hartree
Lowest unoccupied orbital energy: -1.17 eV

Geometry as XYZ:
```
22
Properties=species:S:1:pos:R:3:mulliken_charge:R:1
O 1.98191 -0.90593 0.71710 -0.22
C 1.00873 -0.10676 1.13578 -0.54
C 2.54914 -0.64747 -0.59260 -0.29
O 0.10161 -0.02273 0.12562 -0.07
O 2.42146 1.56528 0.25925 -0.93
C 3.20064 0.73888 -0.52345 -0.38
H 1.76580 -0.67192 -1.35881 0.22
H 3.29283 -1.43715 -0.75566 0.33
H 3.39699 1.04455 -1.57326 0.25
H 4.20119 0.62291 -0.05539 0.26
O -1.80640 -0.02282 1.46073 -0.41
C -1.16044 0.61368 0.41140 1.66
C -2.37427 -1.21452 0.94683 -0.36
O -1.03226 1.90381 0.54962 -1.32
O -1.96799 0.32197 -0.74089 -0.67
C -2.78870 -0.81309 -0.47573 -0.42
H -3.22033 -1.50052 1.57949 0.31
H -1.62733 -2.02247 0.94060 0.25
H -3.84194 -0.50978 -0.53474 0.28
H -2.58838 -1.60017 -1.21242 0.25
Li 0.81710 2.36667 0.45198 0.92
Li -2.32934 2.29758 -0.75544 0.86
```